Entry 1:
{"formula": "C41H43N2O2", "method": "ωB97M-V with the def2-TZVPD basis set", "elements": ["C", "C", "C", "C", "C", "C", "N", "C", "N", "C", "C", "C", "C", "C", "C", "C", "C", "C", "C", "C", "C", "C", "C", "H", "H", "H", "H", "H", "H", "H", "H", "H", "H", "H", "H", "H", "H", "H", "H", "H", "H", "H", "H", "H", "H", "H", "H", "H", "H", "C", "O", "C", "C", "C", "C", "C", "C", "C", "C", "C", "O", "C", "C", "C", "C", "C", "C", "C", "C", "C", "C", "H", "H", "H", "H", "H", "H", "H", "H", "H", "H", "H", "H", "H", "H", "H", "H", "H"], "xyz": [[-6.435, -0.651, 2.693], [-5.001, -0.415, 2.330], [-4.455, 0.838, 2.595], [-3.131, 1.132, 2.285], [-2.593, 2.489, 2.625], [-2.343, 0.145, 1.668], [-0.995, 0.468, 1.310], [0.116, -0.018, 1.869], [1.227, 0.577, 1.420], [2.540, 0.253, 1.825], [2.824, -1.131, 2.140], [1.873, -2.144, 1.984], [4.148, -1.439, 2.590], [5.152, -0.481, 2.635], [6.570, -0.875, 2.965], [4.818, 0.851, 2.350], [3.523, 1.239, 1.988], [3.286, 2.718, 1.858], [0.848, 1.596, 0.422], [-0.648, 1.503, 0.330], [-2.863, -1.139, 1.402], [-2.073, -2.240, 0.753], [-4.201, -1.387, 1.726], [-6.726, -1.687, 2.501], [-6.603, -0.432, 3.757], [-7.094, 0.022, 2.123], [-5.082, 1.604, 3.057], [-1.545, 2.486, 2.951], [-2.688, 3.188, 1.781], [-3.184, 2.904, 3.449], [1.978, -3.052, 2.582], [0.111, -0.782, 2.648], [1.239, -2.194, 1.094], [4.407, -2.473, 2.838], [7.235, -0.004, 2.990], [6.622, -1.375, 3.941], [6.968, -1.587, 2.227], [5.576, 1.631, 2.442], [3.969, 3.226, 2.554], [3.531, 3.097, 0.853], [2.278, 3.040, 2.140], [1.122, 2.595, 0.775], [1.317, 1.415, -0.558], [-0.995, 1.234, -0.677], [-1.124, 2.453, 0.585], [-2.572, -3.203, 0.949], [-2.022, -2.101, -0.340], [-1.047, -2.328, 1.132], [-4.643, -2.360, 1.499], [5.999, -2.196, 7.472], [5.345, -0.904, 7.447], [4.068, -0.843, 6.983], [3.468, 0.440, 6.853], [2.269, 0.568, 6.202], [1.518, -0.582, 5.784], [0.283, -0.399, 5.121], [-0.696, -1.413, 4.847], [-2.076, -1.141, 5.052], [-3.027, -2.101, 4.791], [-2.632, -3.267, 4.120], [-3.641, -4.026, 3.524], [-3.893, -5.310, 4.014], [-5.234, -5.576, 4.282], [-5.536, -6.634, 5.138], [-4.519, -7.472, 5.606], [-3.202, -7.273, 5.191], [-2.876, -6.194, 4.364], [-1.294, -3.580, 3.891], [-0.334, -2.681, 4.331], [2.042, -1.858, 6.138], [3.325, -1.992, 6.628], [6.980, -1.995, 7.904], [5.459, -2.925, 8.094], [6.118, -2.599, 6.453], [4.009, 1.300, 7.240], [1.839, 1.558, 6.037], [-0.026, 0.636, 4.955], [-2.367, -0.173, 5.464], [-4.089, -1.942, 4.988], [-5.993, -4.902, 3.886], [-6.570, -6.785, 5.447], [-4.750, -8.281, 6.298], [-2.399, -7.935, 5.515], [-1.853, -6.031, 4.034], [-1.004, -4.490, 3.358], [0.718, -2.926, 4.212], [1.432, -2.752, 6.033], [3.764, -2.983, 6.747]], "charge": 1, "multiplicity": 1, "relative_energy_ev": 0.000, "homo_energy_ha": -0.2933, "gap_ev": 3.39}

Entry 2:
{"formula": "C12H23Br2N4O12P2SSi", "method": "ωB97M-V with the def2-TZVPD basis set", "elements": ["C", "C", "Br", "C", "Br", "N", "C", "C", "O", "O", "C", "N", "C", "Si", "C", "C", "C", "N", "P", "O", "O", "O", "N", "P", "O", "O", "O", "H", "H", "H", "H", "H", "H", "H", "H", "H", "H", "H", "H", "H", "H", "H", "H", "H", "H", "H", "C", "C", "O", "S", "O", "O", "O", "H", "H", "H", "H"], "xyz": [[5.642, 0.505, 2.820], [4.415, 0.284, 1.990], [4.587, 0.586, 0.138], [3.230, -0.066, 2.452], [2.994, -0.412, 4.297], [2.095, -0.363, 1.669], [2.017, -1.732, 1.128], [2.282, -1.784, -0.377], [1.731, -1.116, -1.190], [3.212, -2.717, -0.662], [1.014, 0.415, 1.495], [-0.081, -0.094, 0.929], [-1.024, 0.831, 0.970], [-2.733, 0.251, 0.246], [-3.994, 0.016, 1.592], [-3.368, 1.500, -1.008], [-2.436, -1.365, -0.607], [-0.560, 1.961, 1.551], [-1.520, 3.373, 2.031], [-1.304, 3.577, 3.449], [-1.282, 4.528, 0.993], [-2.949, 2.847, 1.665], [0.814, 1.731, 1.831], [1.814, 3.031, 2.457], [1.265, 4.281, 1.967], [3.252, 2.709, 1.905], [1.955, 2.783, 3.988], [6.483, 0.816, 2.206], [5.908, -0.413, 3.352], [5.447, 1.275, 3.572], [1.052, -2.182, 1.371], [2.777, -2.325, 1.634], [3.700, -2.440, -1.454], [-3.591, -0.551, 2.436], [-4.405, 0.954, 1.963], [-4.816, -0.557, 1.151], [-3.793, 0.950, -1.853], [-4.182, 2.114, -0.608], [-2.597, 2.159, -1.421], [-3.397, -1.868, -0.734], [-1.977, -1.179, -1.581], [-1.750, -1.990, -0.033], [-0.606, 4.372, 0.323], [-3.228, 3.021, 0.752], [3.371, 3.147, 1.045], [1.274, 2.218, 4.384], [-1.072, -3.064, -5.984], [-0.463, -2.702, -4.643], [-1.599, -2.338, -3.843], [-2.866, -3.229, -4.255], [-2.986, -4.324, -3.363], [-3.955, -2.350, -4.485], [-2.280, -3.757, -5.635], [-1.331, -2.179, -6.566], [-0.444, -3.724, -6.575], [0.219, -1.858, -4.696], [0.036, -3.555, -4.180]], "charge": 1, "multiplicity": 1, "homo_energy_ha": -0.4660, "gap_ev": 9.27}

Entry 3:
{"formula": "C13H25F8N4O8P2S", "method": "ωB97M-V with the def2-TZVPD basis set", "elements": ["C", "N", "C", "N", "N", "C", "P", "O", "C", "C", "N", "S", "O", "O", "C", "F", "F", "C", "F", "F", "F", "C", "C", "O", "C", "F", "F", "F", "H", "H", "H", "H", "H", "H", "H", "H", "H", "H", "H", "H", "H", "H", "H", "H", "C", "O", "P", "O", "O", "C", "O", "C", "H", "H", "H", "H", "H", "H", "H", "H", "H"], "xyz": [[0.417, -2.802, 3.540], [0.114, -2.547, 2.083], [-0.280, -3.780, 1.320], [0.182, -5.000, 1.831], [-1.071, -3.864, 0.036], [-1.568, -2.500, -0.390], [-2.888, -2.788, -1.746], [-2.255, -3.246, -3.123], [-2.059, -1.576, 0.874], [-2.618, -0.163, 0.262], [-1.938, 0.322, -0.996], [-3.422, -2.404, 1.927], [-2.785, -2.941, 3.270], [-3.980, -3.711, 1.238], [-4.786, -1.238, 2.452], [-5.395, -1.856, 3.691], [-4.294, 0.109, 2.927], [-6.026, -1.073, 1.395], [-7.344, -1.569, 1.933], [-5.811, -1.673, 0.060], [-6.235, 0.404, 1.152], [-0.760, -1.350, 1.843], [0.269, -0.140, 1.319], [1.380, 0.014, 2.316], [2.451, 0.866, 1.777], [1.979, 2.162, 1.206], [3.316, 1.244, 2.957], [3.381, 0.122, 0.853], [1.476, -3.352, 3.567], [-0.364, -3.506, 4.079], [0.569, -1.794, 4.119], [-0.396, -5.404, 2.615], [1.093, -5.435, 1.493], [-1.823, -4.587, 0.060], [-0.645, -1.975, -0.937], [-3.717, -1.593, -1.941], [-3.841, -3.841, -1.371], [-3.773, -0.125, 0.064], [-2.410, 0.665, 1.097], [-2.604, 0.478, -1.784], [-1.559, 1.288, -0.779], [-1.121, -0.969, 2.916], [0.748, -0.432, 0.265], [-0.253, 0.913, 1.278], [2.985, 4.743, -0.866], [3.831, 5.281, -1.851], [4.032, 4.594, -3.426], [2.599, 4.995, -3.791], [4.010, 3.067, -2.799], [5.027, 2.665, -1.902], [4.233, 3.907, -5.002], [4.826, 4.815, -5.909], [2.423, 5.552, -0.393], [2.270, 4.009, -1.270], [3.595, 4.264, -0.097], [4.564, 2.295, -0.983], [5.706, 3.490, -1.658], [5.599, 1.838, -2.341], [5.833, 5.082, -5.569], [4.215, 5.716, -6.001], [4.898, 4.332, -6.893]], "charge": 1, "multiplicity": 1, "homo_energy_ha": -0.3996, "gap_ev": 5.70}